No. 1
18
Properties=species:S:1:pos:R:3 method="wB97M-V/def2-TZVPD" relative_energy_kj_mol=603.1 lumo_energy_ev="0.2 / 0.8" homo_energy_ev="-6.95 / -6.72" molar_mass_g_mol=104.22
C -0.3717 -0.4864 2.7501
C -1.7168 0.1401 -1.5114
C 1.5338 0.2487 -1.9974
C 0.7172 0.0829 1.8652
O 0.8006 1.3331 1.4579
Si 0.0315 -0.8552 -1.5145
H -0.4335 -1.5724 2.7322
H -0.2003 -0.1571 3.7929
H -1.2901 -0.0179 2.4104
H -1.5040 1.1722 -1.8626
H -2.4986 -0.2996 -2.2751
H -2.2880 -0.0188 -0.6142
H 2.4184 0.0323 -1.4253
H 1.8142 -0.0723 -2.9700
H 1.2616 1.2128 -1.7917
H 1.7289 -0.3573 2.1123
H 0.0462 1.7049 1.0416
H -0.0493 -2.0899 -2.2004

No. 2
302
Properties=species:S:1:pos:R:3 method="wB97M-V/def2-TZVPD" relative_energy_kj_mol=0.0 lumo_energy_ev=0.2 homo_energy_ev=-8.44 molar_mass_g_mol=1748.28
C 0.5907 -4.0363 -3.4390
O -0.6485 -4.6593 -2.9192
C -1.2804 -3.8286 -1.9629
C -2.5894 -4.4840 -1.5204
N -2.5014 -5.7034 -0.7026
C -3.8177 -6.3367 -0.5002
C -3.5559 -7.6392 0.2536
O -3.0220 -7.3666 1.6195
C -2.5551 -8.5271 2.2171
H 1.3067 -4.7345 -3.8727
H 1.1551 -3.5524 -2.6419
H 0.2969 -3.2758 -4.1625
H -1.5951 -2.8563 -2.3421
H -0.6835 -3.5672 -1.0892
H -3.0988 -4.7161 -2.4556
H -3.1664 -3.6939 -1.0398
H -1.7628 -6.3216 -1.0064
H -4.2797 -6.4438 -1.4816
H -4.4610 -5.6717 0.0760
H -2.7520 -8.2223 -0.1956
H -4.4682 -8.2311 0.3274
H -3.4099 -9.1903 2.3493
H -2.1240 -8.3216 3.1970
H -1.7426 -9.0370 1.6995
C -4.8279 -2.4671 0.9161
O -5.8111 -2.6232 -0.1323
C -7.0207 -3.0661 0.3122
C -8.0204 -3.0549 -0.8726
N -7.6690 -3.9439 -1.9902
C -7.5220 -5.3987 -1.6606
C -6.7423 -5.8592 -2.9660
O -5.7092 -4.9982 -3.3216
C -5.2768 -5.2083 -4.6915
H -4.6643 -3.4526 1.3520
H -5.0786 -1.8148 1.7526
H -3.8747 -2.0990 0.5367
H -7.4190 -2.4532 1.1208
H -6.8966 -4.0218 0.8214
H -8.1613 -2.0121 -1.1570
H -9.0127 -3.3895 -0.5701
H -6.7391 -3.7015 -2.3011
H -8.4562 -5.9502 -1.5547
H -6.9300 -5.6686 -0.7861
H -7.5352 -5.9479 -3.7086
H -6.3727 -6.8833 -2.9129
H -4.3868 -4.6576 -4.9958
H -6.0933 -5.0462 -5.3952
H -4.9554 -6.2479 -4.7548
C -2.8978 -1.9456 -4.9852
O -3.4703 -1.2365 -3.8374
C -4.7005 -1.7470 -3.2954
C -5.5679 -0.5858 -2.9196
N -5.7024 0.4222 -3.9092
C -6.2439 -0.1523 -5.1784
C -6.4628 0.8584 -6.3342
O -5.4185 0.8679 -7.3449
C -4.2039 1.4295 -6.7960
H -2.1718 -1.2985 -5.4774
H -3.7237 -2.1297 -5.6723
H -2.5086 -2.8880 -4.5998
H -4.5076 -2.4440 -2.4798
H -5.2199 -2.3611 -4.0311
H -5.2135 -0.0170 -2.0600
H -6.5159 -1.0025 -2.5794
H -4.8794 0.9808 -4.0847
H -7.1658 -0.6620 -4.8988
H -5.5822 -0.8588 -5.6795
H -6.6932 1.8600 -5.9711
H -7.3000 0.6165 -6.9890
H -4.4010 2.4104 -6.3635
H -3.3625 1.4065 -7.4886
H -3.7826 0.7874 -6.0225
C -2.1021 -0.0208 2.2785
O -1.8099 1.1004 1.4709
C -2.2262 0.9793 0.1464
C -1.4269 0.0210 -0.7704
N -0.0619 0.5020 -0.8570
C 0.7624 -0.0754 -1.9126
C 2.1452 0.6476 -1.8127
O 1.9307 2.0884 -1.8192
C 3.0658 2.8536 -1.4946
H -3.1669 -0.2520 2.3079
H -1.8360 0.1908 3.3141
H -1.5911 -0.9024 1.8915
H -2.1284 1.9953 -0.2360
H -3.2933 0.7584 0.1730
H -2.0214 -0.0926 -1.6769
H -1.3575 -1.0149 -0.4384
H 0.0706 1.5031 -0.8773
H 0.2870 0.0142 -2.8894
H 0.9606 -1.1330 -1.7389
H 2.8936 0.2790 -2.5143
H 2.5311 0.3864 -0.8273
H 3.9681 2.3443 -1.8329
H 3.2213 3.1377 -0.4538
H 3.0177 3.8038 -2.0264
C 1.9358 5.4900 0.2603
O 2.0607 4.3753 1.1035
C 0.8647 3.7751 1.5195
C 1.1759 2.3086 1.9571
N 2.0294 2.1550 3.1306
C 2.3493 0.7051 3.2848
C 3.1917 0.3539 4.4838
O 4.4987 0.9583 4.3760
C 5.2807 0.7698 5.5415
H 1.4353 6.2445 0.8671
H 1.3641 5.2964 -0.6473
H 2.9410 5.7478 -0.0729
H 0.1064 3.8072 0.7372
H 0.5801 4.3361 2.4096
H 1.6133 1.7986 1.0988
H 0.2821 1.6915 2.0489
H 2.9076 2.6523 3.0928
H 2.8938 0.4540 2.3745
H 1.3555 0.2579 3.3088
H 3.3737 -0.7207 4.4674
H 2.6249 0.6937 5.3506
H 5.3954 -0.2753 5.8291
H 4.7095 1.2240 6.3512
H 6.2363 1.2662 5.3729
C 9.4466 2.3178 -3.6731
O 8.7530 3.5209 -4.0310
C 7.3351 3.3843 -3.9271
C 6.5791 4.6786 -4.1035
N 6.6797 5.4905 -2.8795
C 5.8369 5.1670 -1.7850
C 6.3314 5.7291 -0.4649
O 7.6192 5.2163 -0.3392
C 8.0684 4.7966 0.9539
H 10.4247 2.3698 -4.1514
H 9.0038 1.3712 -3.9829
H 9.5510 2.3648 -2.5891
H 7.0710 2.8750 -3.0003
H 7.0800 2.7332 -4.7632
H 5.5389 4.3628 -4.1836
H 6.7753 5.1809 -5.0507
H 7.6087 5.3281 -2.5180
H 5.6623 4.0975 -1.6671
H 4.8837 5.6738 -1.9350
H 5.6028 5.4315 0.2891
H 6.3308 6.8187 -0.4935
H 8.1806 5.5872 1.6958
H 9.0348 4.3369 0.7471
H 7.4414 3.9786 1.3086
C -5.2891 3.4690 4.9809
O -4.2990 3.4671 3.9443
C -3.3348 4.5625 4.1046
C -2.3904 4.8044 2.8718
N -3.2018 5.4021 1.7818
C -2.5215 5.7849 0.5374
C -3.4606 6.5777 -0.4769
O -2.7795 6.6882 -1.7694
C -3.4913 7.5463 -2.6660
H -6.0541 2.6988 4.8834
H -5.8032 4.4302 4.9782
H -4.7731 3.4060 5.9389
H -2.7103 4.2465 4.9401
H -3.8273 5.4583 4.4828
H -1.9363 3.8864 2.4988
H -1.5072 5.3850 3.1385
H -3.8291 4.6625 1.4996
H -2.1496 4.9289 -0.0257
H -1.7105 6.5059 0.6409
H -3.5718 7.5866 -0.0795
H -4.4519 6.1428 -0.6046
H -4.5234 7.2005 -2.7238
H -2.9644 7.4590 -3.6162
H -3.2787 8.5315 -2.2510
C 6.4802 1.7415 -0.0629
O 6.2368 0.3407 -0.3069
C 5.7533 -0.4122 0.8247
C 6.7266 -1.4588 1.3542
N 6.9271 -2.4808 0.2862
C 7.9207 -3.4741 0.6254
C 8.3225 -4.3894 -0.5489
O 9.1507 -3.6843 -1.4546
C 9.5912 -4.5107 -2.4819
H 6.4902 2.2350 -1.0347
H 7.5001 1.8898 0.2920
H 5.7459 2.1813 0.6120
H 4.8800 -0.9344 0.4340
H 5.4723 0.0768 1.7575
H 6.3485 -1.8554 2.2965
H 7.7120 -1.0002 1.4359
H 7.2446 -1.9475 -0.5105
H 7.5586 -4.0746 1.4599
H 8.8248 -2.9127 0.8608
H 7.4715 -4.6478 -1.1791
H 8.7548 -5.3336 -0.2178
H 8.7662 -4.7792 -3.1418
H 10.1540 -5.4173 -2.2598
H 10.3162 -4.0108 -3.1242
C -3.8200 3.7863 -3.1650
C -5.3724 3.6095 -3.0617
O -5.8029 2.7250 -2.0332
O -3.1672 2.6266 -3.4591
H -3.5505 4.0902 -2.1535
H -3.4059 4.4779 -3.8987
H -5.8578 3.3147 -3.9921
H -5.7351 4.6166 -2.8560
H -5.6109 1.8536 -2.3873
H -2.2694 2.7312 -3.1357
C 7.6062 -1.4273 -3.5440
C 6.2580 -0.5871 -3.4782
O 5.3205 -0.9900 -2.4857
O 8.4214 -1.3159 -2.3871
H 8.1860 -1.1011 -4.4074
H 7.2708 -2.4416 -3.7604
H 5.7849 -0.5527 -4.4595
H 6.4014 0.4842 -3.3369
H 5.6500 -0.5962 -1.6745
H 8.8904 -2.1149 -2.1357
C 0.0880 -3.5153 6.5541
C -1.3364 -3.0966 6.7973
O -1.8894 -2.3382 5.7407
O 0.9772 -2.3970 6.5403
H 0.0335 -4.0781 5.6222
H 0.3502 -4.1703 7.3850
H -1.3882 -2.4003 7.6343
H -1.9892 -3.8984 7.1422
H -1.2099 -1.6953 5.5246
H 1.8149 -2.7501 6.2319
C 4.5166 5.0732 3.1290
C 3.9632 4.8992 4.5753
O 2.5523 4.8699 4.6123
O 4.3934 3.8744 2.3812
H 5.6040 5.0330 3.1923
H 4.2281 5.9080 2.4903
H 4.3814 5.6481 5.2478
H 4.2650 3.9645 5.0478
H 2.2897 3.9866 4.3434
H 3.7009 4.0584 1.7422
C -0.2004 0.9112 6.4992
C -0.7299 2.2250 5.8051
O 0.2004 2.9407 4.9958
O -0.0628 -0.1735 5.6052
H -0.8453 0.5221 7.2871
H 0.7924 1.1096 6.9031
H -1.0796 2.9889 6.4995
H -1.5499 1.8843 5.1729
H 0.4830 2.3127 4.3269
H 0.4962 -0.8233 6.0374
C 1.8870 -3.3748 2.7304
C 1.6576 -2.5221 1.4464
O 2.2676 -3.0766 0.3191
O 3.1083 -3.1275 3.3627
H 1.6488 -4.4374 2.6837
H 1.1736 -3.0489 3.4873
H 2.0400 -1.5034 1.5111
H 0.5819 -2.4010 1.3190
H 3.1879 -3.3138 0.4545
H 3.7907 -3.5065 2.8039
C 4.3191 -3.7309 -3.8512
C 5.0107 -4.3389 -2.6109
O 5.5131 -5.6023 -3.0049
O 3.4466 -2.6372 -3.5642
H 3.7468 -4.4934 -4.3795
H 5.1118 -3.3827 -4.5135
H 4.2789 -4.4057 -1.8059
H 5.9293 -3.8420 -2.2989
H 4.8860 -6.1129 -3.5223
H 3.8921 -2.0013 -2.9996
C -6.8049 0.7613 0.8233
C -6.2841 2.0876 1.3574
O -6.8953 3.1470 0.6216
O -8.1801 0.5049 0.7966
H -6.3417 -0.0394 1.3999
H -6.5323 0.5070 -0.2010
H -5.2003 2.2006 1.3329
H -6.4388 2.1744 2.4329
H -6.5311 3.2150 -0.2641
H -8.5154 1.1674 0.1881
C -5.2556 -0.3447 5.3070
C -4.3081 0.4443 6.3179
O -4.8995 1.2333 7.3489
O -5.9680 -1.3672 5.9807
H -4.6379 -0.6946 4.4799
H -5.9765 0.3890 4.9464
H -3.6725 1.1315 5.7595
H -3.5663 -0.2551 6.7033
H -5.3505 0.7669 8.0565
H -6.5695 -1.0200 6.6435
C -0.3095 4.1915 -3.8483
C 0.1985 3.8303 -5.2960
O 1.4258 3.1775 -5.2109
O -0.5158 3.0973 -2.9488
H -1.2660 4.7070 -3.9350
H 0.3555 4.9641 -3.4625
H 0.3261 4.7509 -5.8654
H -0.4909 3.2097 -5.8685
H 1.5867 2.7160 -6.0372
H 0.3285 2.6490 -2.8601
C -1.6931 -4.2161 2.2649
C -2.5920 -4.7446 3.4160
O -3.7678 -5.2911 2.9412
O -1.0233 -5.3058 1.6391
H -1.0482 -3.4364 2.6701
H -2.2763 -3.7091 1.4963
H -2.9311 -3.9181 4.0406
H -2.0097 -5.3746 4.0884
H -3.5460 -6.0684 2.4234
H -1.6792 -5.6324 1.0188

No. 3
37
Properties=species:S:1:pos:R:3 method="wB97M-V/def2-TZVPD" lumo_energy_ev="0.5 / -3.8" spin_multiplicity=2 s2=0.753 homo_energy_ev="-8.21 / -8.20" molar_mass_g_mol=316.20
I -13.8424 2.9601 -26.2157
C -12.9072 6.5671 -29.0632
C -11.6935 6.2135 -29.9077
C -10.8210 7.4279 -30.2410
C -10.1973 8.1290 -29.1009
C -9.1842 7.1710 -28.5551
C -9.8028 5.7184 -28.1728
N -10.8506 5.2392 -29.1123
O -11.3944 3.8914 -28.8457
C -8.5325 4.8038 -28.4159
C -10.3031 5.6942 -26.6724
C -12.1017 5.5805 -31.2115
H -13.4374 5.6426 -28.8347
H -13.6520 7.2407 -29.4869
H -12.6993 6.9626 -28.0690
H -10.1712 7.2663 -31.1011
H -11.4508 8.2082 -30.6682
H -11.0215 8.4014 -28.4417
H -9.7117 9.0704 -29.3578
H -8.7849 7.6764 -27.6758
H -8.2801 7.1076 -29.1606
H -8.1027 4.9062 -29.4123
H -7.7174 4.9481 -27.7067
H -8.8089 3.7494 -28.4214
H -10.9340 4.8185 -26.5198
H -9.5352 5.5831 -25.9068
H -10.8452 6.6062 -26.4226
H -12.8904 4.8513 -31.0263
H -11.2518 5.1893 -31.7709
H -12.4793 6.3504 -31.8843
H -12.0244 4.0418 -28.1372
C -9.9108 0.9995 -27.2881
O -11.0103 0.4308 -26.5666
H -9.0026 0.3977 -27.2561
H -10.1254 1.1672 -28.3436
H -9.7176 1.9094 -26.7199
H -11.7361 0.9709 -26.8876